1.
Entry from the Open Molecules 2025 dataset: C56H39N6O2PtS as an isolated structure (wB97M-V/def2-TZVPD).

Geometry as XYZ:
```
105
Properties=species:S:1:pos:R:3:forces:R:3
H 3.459 4.026 -1.961 -0.0264 0.0517 0.0006
C -5.332 -5.035 2.135 0.0267 0.0515 -0.0076
C -4.848 -2.680 2.110 -0.0182 0.0285 -0.0375
H -2.241 3.847 -3.980 -0.0334 -0.0440 0.0316
C -0.607 4.155 -2.596 0.0373 0.0193 -0.0136
H -4.194 -2.897 -1.340 0.0171 0.0553 0.0145
C 1.034 3.578 -0.791 0.0722 0.0711 -0.0026
C 6.481 -4.808 1.270 -0.0185 0.0369 0.0036
C 2.629 -0.337 4.408 -0.0049 -0.0462 -0.0528
C -3.641 -1.977 -1.432 0.0326 -0.0374 0.0027
C 1.377 -0.521 -4.139 0.0435 -0.0917 -0.0098
H -2.743 -2.194 3.791 0.0122 0.0337 -0.0498
C 1.852 -1.749 -3.668 0.0194 -0.0147 0.0110
H -6.570 -3.540 3.054 0.0588 -0.0105 -0.0179
H 2.060 -3.041 -1.978 0.0182 -0.0824 0.0198
H 3.389 3.790 0.900 -0.0963 -0.0142 0.0221
C 3.309 -0.450 5.612 0.0021 -0.0046 0.0122
C 2.652 3.026 1.095 0.0593 0.0240 -0.0638
C 1.506 0.481 4.311 0.0367 0.0533 0.0279
H 2.335 -2.439 -4.348 -0.0331 0.0082 0.0274
H 2.954 -0.901 3.538 -0.0265 0.0169 0.0669
H -0.200 5.114 -2.872 0.0027 -0.0369 0.0509
H -3.912 -6.289 1.126 -0.0124 0.0528 0.0047
C 1.095 -1.175 -1.462 0.0639 -0.0689 0.1281
C -2.787 -0.010 -2.102 -0.0366 0.1203 -0.2230
C 1.125 6.058 -0.577 0.0694 -0.0266 -0.0007
C 2.986 7.338 -1.405 -0.0251 0.0202 0.0216
C 2.584 2.184 2.163 0.0083 -0.0344 0.0358
C -2.820 -1.411 -0.412 -0.1184 0.0824 0.1467
O 0.075 -3.682 -0.235 0.0455 0.0254 0.1184
C 3.599 6.167 -1.829 0.0306 -0.0423 -0.0188
H -0.746 -0.862 4.931 0.0102 0.0067 -0.0571
H 6.596 -5.829 0.906 -0.0006 0.0305 0.0021
H 4.175 -1.097 5.682 -0.0377 0.0289 -0.0069
N 0.903 -1.289 -0.102 -0.0564 0.0981 -0.4893
H -2.455 -4.400 0.443 0.0189 -0.0322 0.0064
H -7.013 1.730 -4.341 0.0451 -0.0042 -0.0158
C -5.959 1.735 -4.593 0.0207 -0.0185 0.0179
H 3.244 2.141 3.016 -0.0664 -0.0190 -0.0422
C -2.090 -1.464 3.341 -0.0945 -0.0804 -0.0972
H -6.286 2.243 -6.654 0.0389 -0.0100 0.0337
H 1.273 8.190 -0.426 0.0225 -0.0328 -0.0280
C -3.256 1.761 -5.218 0.1047 -0.1165 -0.0069
H 4.564 6.206 -2.320 -0.0461 0.0011 0.0239
H 1.962 -5.336 0.167 0.0429 0.0164 0.0408
O 0.469 -2.574 1.949 -0.1965 0.0758 -0.0524
C 2.770 -4.672 0.448 0.0662 0.0779 -0.0767
C -2.108 -1.108 1.919 0.1698 -0.1495 -0.0677
S 0.844 -2.763 0.572 0.0728 0.0036 -0.0280
H 0.166 6.007 -0.073 0.0294 0.0175 -0.0399
C -3.652 1.477 -3.914 -0.0955 0.0053 0.0398
C -1.783 2.223 -2.476 -0.1755 -0.1328 -0.0136
C -2.671 1.235 -2.819 0.0283 -0.0918 -0.0045
C -3.363 -4.223 1.008 0.0606 0.0959 0.0284
C -2.819 -1.781 0.960 0.0072 -0.0406 -0.0188
C -0.434 -0.004 2.869 0.2323 -0.1995 -0.0609
C -0.086 3.310 -1.524 0.2480 -0.1737 -0.0536
H 7.237 -4.182 0.792 -0.0391 -0.0288 0.0072
H -2.201 1.742 -5.473 -0.0327 0.0410 0.0208
H -5.113 -1.662 2.378 0.0138 -0.0407 -0.0048
C -4.180 -5.275 1.397 0.0183 -0.0671 -0.0345
H 3.321 -1.375 1.054 0.0069 -0.0696 0.0169
H 0.208 1.836 5.353 0.0461 -0.0373 0.0133
C 1.401 1.393 1.996 -0.0723 -0.0337 0.2270
C -3.692 -2.918 1.370 -0.0392 0.0050 -0.0028
C -5.666 -3.735 2.488 -0.0395 0.0045 0.0138
N 0.814 1.714 0.810 0.1159 0.0838 -0.0849
C 2.522 -3.317 0.605 -0.1196 -0.1145 0.0924
C 0.789 0.602 3.011 0.0894 0.1145 -0.0334
C 1.712 -2.090 -2.345 -0.0926 0.0822 0.1739
C 1.519 2.747 0.270 -0.0533 0.0495 0.0957
C -5.018 1.454 -3.614 0.0743 0.0557 -0.0093
H 4.262 -6.204 0.529 0.0065 0.0470 0.0143
C 3.537 -2.434 0.953 0.0251 0.0300 -0.0645
H 3.410 0.171 7.664 -0.0189 0.0036 -0.0307
C 5.093 -4.285 1.009 0.0410 -0.0617 -0.0003
N -2.259 -0.249 -0.880 0.0347 -0.1249 -0.0489
H 0.373 1.279 -3.534 0.0593 -0.1127 0.0273
C 1.760 1.078 6.634 -0.0086 0.0045 -0.0004
C 1.733 4.880 -1.012 -0.0719 0.0278 0.0627
C 2.877 0.258 6.726 -0.0057 0.0014 -0.0306
C -3.614 -1.112 -2.485 -0.0646 0.0061 -0.0575
H -4.128 -1.201 -3.428 -0.0045 0.0408 0.0581
H 5.617 -2.241 1.406 -0.0340 -0.0306 -0.0096
H 1.424 1.638 7.498 0.0083 -0.0344 -0.0347
C -1.089 -0.801 3.911 0.1447 0.1085 0.0513
N -1.146 -0.133 1.700 -0.4367 0.2701 0.1718
C 2.978 4.941 -1.629 0.0116 -0.0681 -0.0322
H 6.689 -4.810 2.343 -0.0061 -0.0078 -0.0391
C -5.551 2.026 -5.888 -0.0356 -0.0081 0.0311
C 4.060 -5.145 0.650 -0.0151 -0.0220 -0.0191
H 3.471 8.293 -1.565 -0.0191 -0.0455 0.0173
C 4.816 -2.924 1.144 0.0434 0.0492 0.0066
C -4.199 2.032 -6.199 0.0093 0.0044 -0.0547
C 0.771 0.313 -3.236 -0.1412 0.3277 0.0750
C 1.750 7.282 -0.772 -0.0082 -0.0295 -0.0057
Pt -0.672 0.687 -0.074 0.4193 -0.3217 -0.5264
C 1.076 1.188 5.431 0.0128 0.0412 -0.0187
N -0.851 2.155 -1.468 -0.4078 0.5007 0.4513
H -5.968 -5.858 2.433 0.0103 0.0012 -0.0051
H -5.337 1.237 -2.600 -0.0028 0.0109 -0.0412
N 0.649 -0.006 -1.944 -0.0263 -0.1829 0.2858
H 1.475 -0.233 -5.176 0.0077 0.0141 0.0212
H -3.877 2.243 -7.211 0.0007 -0.0109 0.0424
C -1.633 3.512 -3.157 -0.0600 -0.0258 -0.0702
```
Positions in Å, forces in eV/Å.

Results
Kohn-Sham gap (spin up / spin down) = 0.1818 / 0.1651 Eh
Calculated total energy = -3153.64405 Eh
Lowest unoccupied orbital energy (spin up / spin down) = -3.53 / -5.90 eV
Net charge = +1
⟨S²⟩ = 6.0235
Energy relative to the best compared isomer or geometry (same formula, charge and spin) = 0.0 kcal/mol
Spin multiplicity = 5

2.
Entry from the Open Molecules 2025 dataset: C56H44BrCl2CoNO5P3STe as an isolated structure at a distorted geometry (wB97M-V/def2-TZVPD).

Geometry as XYZ:
```
115
Properties=species:S:1:pos:R:3:forces:R:3
C 2.127 1.362 -1.921 -0.2046 -0.3816 -0.2543
S 2.584 0.887 2.994 1.2202 -0.2452 0.5579
H 1.071 -2.776 7.939 0.1653 -0.2994 0.3822
H 3.490 4.225 -0.829 0.0638 0.6127 -0.0412
C -2.887 -0.302 -4.241 -0.0640 0.3258 0.2647
C -4.700 1.711 2.609 0.7585 -0.5512 -0.2391
H -5.345 -1.138 -2.081 -0.8946 -0.2485 0.2903
H 2.829 -0.938 -5.457 -0.4428 -0.1214 -0.2983
C -1.788 -0.555 -3.407 -1.0740 -0.2530 -0.1241
C 1.093 -2.211 -5.302 -0.4852 -0.0713 -0.1915
C -0.934 -3.490 -1.199 0.1520 -0.2672 0.7052
H -2.238 -0.929 1.142 -0.1598 -0.0155 0.2196
C -0.115 -2.057 4.358 0.0874 0.1653 0.8824
H 6.914 -2.668 -0.924 -0.2421 0.2679 -0.0539
H 1.844 5.672 1.517 -0.4959 0.0323 -0.2531
H -0.710 -3.375 -5.513 -0.1712 -0.1267 -0.0037
C -0.240 -2.241 -7.316 0.5771 -0.4092 1.0700
C 1.756 1.688 -3.190 0.0085 1.7134 -0.4090
H -3.162 3.845 -2.864 -0.1703 -0.3312 0.0316
H 0.508 -3.840 0.434 -0.7181 -0.1419 -0.4634
C -3.322 2.011 2.469 -1.2658 0.5969 0.7679
H -5.342 2.448 3.085 -0.0444 -0.2004 -0.1554
H 3.996 -0.326 -3.141 0.3560 -0.5978 0.7992
C 0.927 -1.496 -2.148 -0.7118 0.8001 -0.1088
C 4.331 -0.850 -2.214 0.2487 -0.2567 -0.4867
Co 0.443 -0.299 0.579 -0.9575 -0.1347 3.1011
C 0.701 3.869 1.372 1.0985 -0.4785 0.5359
H -1.095 -2.621 -7.864 0.0654 0.1071 -0.0968
Br -2.649 -0.997 5.272 -0.1793 -0.4552 -0.0010
C -1.646 4.040 0.962 0.4366 0.6231 0.0565
H -3.443 -2.022 -0.827 0.1219 0.3395 0.1070
C 1.925 3.012 -3.639 0.4744 -0.2175 0.3139
C 1.678 2.122 5.140 -0.5937 0.1337 0.3514
C 5.973 -2.112 -0.962 0.5008 -0.6388 -1.0269
C 0.777 2.592 6.098 -0.3945 -0.6194 -1.6151
C -0.231 -4.285 -0.264 0.4657 0.5082 -0.0895
C 3.504 -0.841 -1.080 0.3632 -0.3367 0.0072
H 3.177 1.967 -0.174 0.0348 -0.0753 0.7567
H -2.136 1.902 4.437 0.7899 0.3774 0.1911
C -2.933 -0.195 1.540 0.6796 1.0761 -0.3751
C -0.154 1.669 3.598 -0.1959 -0.4264 0.0763
C 0.848 5.256 1.338 -0.8147 -0.4764 -0.2985
C -3.273 -1.428 -1.721 -0.0661 0.2188 -0.1198
C 1.190 1.592 3.927 1.2760 0.4417 0.3299
H 1.375 0.933 -3.823 -0.7054 -0.5498 -0.7384
C -1.057 2.046 4.606 -0.4203 -0.1834 -0.3447
H 1.622 3.253 1.465 -0.7263 0.4408 0.3057
H -4.660 -1.399 1.261 -0.0080 -0.2695 -0.0809
O -1.820 -2.820 2.995 1.8558 1.0774 -0.4417
C -1.980 -5.533 -2.047 -0.5434 1.5494 -0.6053
Cl -1.415 2.395 -2.043 -0.6187 0.7764 -0.6985
C -4.371 -1.025 -2.475 1.3003 0.0631 -0.7094
H 6.191 -1.575 -3.061 -0.0800 -0.0037 0.2137
Cl -1.252 5.053 -3.378 -0.0122 -0.1688 0.0719
C -1.520 5.453 0.894 -0.3919 -2.0828 -0.4315
H -0.234 7.099 1.164 0.1078 0.7627 -0.1383
H 2.713 -2.695 6.168 -0.7675 0.4547 -0.3487
H -2.188 3.081 -4.239 -0.2021 0.1941 0.9971
O 3.333 2.021 2.430 -0.8701 -0.9098 0.1646
C 1.927 -1.319 -5.956 0.4542 0.5303 -0.1668
C -0.609 -2.341 6.736 -1.1602 1.2494 -1.3013
H 1.565 3.304 -4.615 0.1385 -0.0641 -0.1600
C -1.973 -1.134 -2.158 -0.6083 0.1174 -0.5824
H -5.068 -0.155 -4.311 0.4356 -0.2847 -0.0544
O 2.012 -0.010 1.934 0.4224 0.8373 0.6439
H -2.587 3.572 0.679 0.1106 0.1942 0.3537
C 5.176 -2.067 0.158 -0.1782 0.3479 -0.0668
C -0.029 -2.689 -5.987 0.3875 0.7318 -0.6054
C -0.597 2.512 5.815 0.3882 0.3723 0.7157
H -1.354 -2.292 7.536 0.4976 -0.0696 -0.1928
C 2.948 3.602 -1.512 0.1211 -1.0191 -1.5259
C -4.185 -0.494 -3.760 0.1590 0.3360 0.4886
C 5.562 -1.537 -2.175 -0.6407 0.7620 0.5591
C -0.303 6.039 1.112 1.1744 -0.3052 0.6390
C -0.437 -5.649 -0.227 -0.6385 0.2514 -0.0300
C 1.263 -2.226 4.601 -1.2904 0.1062 1.0064
C -2.191 3.551 -3.231 0.9881 -0.4349 -0.2926
H 1.978 -2.053 3.818 0.1062 -0.3594 -0.3067
O -0.158 -1.684 2.010 0.6948 0.6050 -1.3418
C -4.282 -0.447 1.588 -0.7910 0.1215 0.7399
P 1.785 -0.264 -1.212 3.0916 0.8926 0.0681
H 1.099 2.969 7.038 0.3338 0.3352 0.5463
C -1.834 -4.124 -2.066 0.4025 -0.3978 -0.1069
C -5.182 0.461 2.170 1.1119 0.9470 -0.1276
H -2.724 0.122 -5.234 -0.0385 -0.1486 0.2446
P -0.743 1.498 1.871 2.1164 -0.7558 -0.8772
C 2.570 3.953 -2.839 -0.1622 0.2990 0.6863
H -2.406 6.002 0.632 -0.0651 0.3771 0.0044
C -0.734 -2.171 3.022 -2.5441 -1.2526 -0.3752
H 3.441 -1.247 1.047 -0.3325 -0.2986 -0.2723
C -1.352 -6.261 -1.093 1.3268 -0.3270 1.0958
H -2.596 -6.039 -2.776 -0.2543 0.1810 -0.0160
Te 1.699 -2.922 -3.381 0.5076 -0.9986 -0.8682
H 2.759 2.181 5.300 -0.4798 -0.2724 0.0304
H -1.500 -7.321 -0.979 -0.1235 -0.2664 -0.2143
H -6.228 0.217 2.260 -0.1167 -0.0542 0.0117
H -2.410 -3.544 -2.783 0.1670 -0.1280 0.0378
H -2.953 3.003 2.857 -0.4892 -1.2573 -0.6429
H -0.793 -0.337 -3.719 0.5339 0.1493 -0.4258
C 2.781 2.284 -1.114 -0.3077 0.5276 0.1391
P -0.569 -1.663 -1.168 -1.4189 -1.8684 -0.2887
N 0.589 -1.409 -7.950 -0.1870 0.2385 0.2835
H -1.290 2.894 6.565 -0.0078 -0.3551 -0.1662
C 1.629 -0.923 -7.266 -0.0527 -0.5787 0.3869
C 3.968 -1.403 0.113 -0.3888 0.2139 0.0679
H 2.771 4.964 -3.245 -0.2797 -0.7132 0.4389
C -1.018 -1.956 5.432 1.3175 -0.4816 1.4624
O 3.335 0.128 4.020 -1.1945 0.8657 -1.7403
C -2.441 1.069 1.945 -1.4994 0.0190 0.1969
H 0.041 -6.226 0.537 0.2874 -0.2834 0.2220
H 5.447 -2.527 1.087 0.4006 -0.1075 0.2601
C 0.731 -2.593 6.941 -0.1278 -0.0064 0.1110
C -0.551 3.243 1.340 -0.9252 0.8727 -0.5709
C 1.651 -2.482 5.919 1.2719 -0.4201 -0.3802
H 2.291 -0.227 -7.776 -0.1604 -0.0867 -0.0489
```
Positions in Å, forces in eV/Å.

Results
Kohn-Sham gap (spin up / spin down) = 0.2790 / 0.1693 Eh
Calculated total energy = -9158.66331 Eh
Lowest unoccupied orbital energy (spin up / spin down) = -0.24 / -3.22 eV
⟨S²⟩ = 6.0191
Energy relative to the best compared isomer or geometry (same formula, charge and spin) = 6.4 kcal/mol
Spin multiplicity = 5

Which value of ⟨S²⟩ does entry 1 give?
6.0235